1.
A molecular structure, C6H18CuO6, computed with the ωB97M-V functional and the def2-TZVPD basis.

The geometry in XYZ format:
```
31
Properties=species:S:1:pos:R:3:nbo_charge:R:1
Cu 0.0014 -0.2876 -0.0908 0.3628
C -1.4241 0.8890 -2.4733 -0.1125
C -0.0803 1.6267 -2.7184 -0.1132
O 0.6660 1.6404 -1.5484 -0.7771
O -1.2127 -0.3630 -1.8877 -0.8147
H -1.9340 0.7225 -3.4222 0.1733
H -2.0348 1.5079 -1.8161 0.1784
H -0.2486 2.6824 -2.9309 0.1620
H 0.4449 1.2084 -3.5771 0.1654
H 1.4776 2.0919 -1.7913 0.4666
H -1.7330 -1.0023 -2.3798 0.4823
C 1.2063 -2.8050 1.2071 -0.0954
C 1.8392 -2.6272 -0.2621 -0.1055
O 2.1840 -1.3166 -0.3946 -0.7828
O -0.0926 -2.2558 1.2947 -0.7646
H 1.8199 -2.3932 2.0084 0.1769
H 1.1598 -3.8542 1.4986 0.1602
H 1.2299 -2.9033 -1.1226 0.1882
H 2.7620 -3.2063 -0.2263 0.1638
H 3.0159 -1.2896 -0.8730 0.4761
H -0.4346 -2.5299 2.1488 0.4756
C -0.3399 1.9521 2.1176 -0.1062
C -1.5856 1.1257 2.1838 -0.1101
O -1.9373 0.6296 0.8791 -0.7812
O 0.8419 1.2650 1.7642 -0.7613
H -0.2812 2.5664 3.0161 0.1703
H -0.3642 2.7805 1.4096 0.1811
H -2.3621 1.6471 2.7434 0.1895
H -1.3191 0.2369 2.7558 0.1808
H -2.8744 0.4288 0.8221 0.4860
H 1.6095 1.8329 1.6650 0.4854
```

Computed properties:
expectation value of S²: 0.75
E_HOMO (spin up / spin down): -2.1 / -7.9 eV
2S+1: 2
Kohn-Sham gap (spin up / spin down): 2.76 / 8.63 eV
electronic energy: -2331.12113 Ha

---

2.
A molecular structure, C21H31BeN5O6S, computed with the ωB97M-V functional and the def2-TZVPD basis.

The geometry in XYZ format:
```
65
Properties=species:S:1:pos:R:3:nbo_charge:R:1
O 3.3808 2.4104 -2.2042 -0.9869
H 4.1509 2.0899 -2.6996 0.4732
Be 1.0247 -0.2818 -0.8154 1.6608
N -0.0700 2.4023 -1.0040 -0.0209
N 2.7481 3.3463 0.6226 -0.0486
N 0.5316 -0.9466 -2.3437 -0.3563
N 1.4346 -1.9035 -0.2658 -0.2069
O -0.1993 2.1991 -2.2468 -0.5663
O -0.1843 -0.3226 -3.3400 -0.5808
O 1.7340 -2.2188 0.9181 -0.5616
O 3.3746 2.4528 1.5091 -0.5384
C 1.4169 3.2672 0.5651 0.3667
C 0.7484 3.4416 -0.6788 -0.0107
C 0.6890 -2.2747 -2.4214 0.2601
C 1.3088 -2.8166 -1.2505 -0.0017
C 1.0124 4.5484 -1.6265 -0.6758
H 1.9290 4.3694 -2.2003 0.2429
H 1.0894 5.5000 -1.0853 0.2037
H 0.1773 4.5747 -2.3331 0.2460
C 0.7460 2.6622 1.7402 -0.6714
H 1.1466 3.0568 2.6802 0.2409
H 0.8504 1.5719 1.7491 0.2500
H -0.3260 2.8675 1.7032 0.2391
C 0.2321 -3.1633 -3.5337 -0.6850
C 1.7978 -4.2096 -1.0928 -0.6671
H -0.2873 -2.6089 -4.3212 0.2501
H -0.4366 -3.9521 -3.1558 0.2330
H 1.0992 -3.6734 -3.9737 0.2373
H 2.3620 -4.2547 -0.1542 0.2532
H 2.4556 -4.4501 -1.9399 0.2118
H 0.9779 -4.9431 -1.0563 0.2146
H -0.2677 0.6271 -3.0061 0.5181
H 2.9998 1.5806 1.2599 0.4966
C 3.7003 4.0453 -0.2002 -0.4966
H 3.7559 3.5186 -1.1773 0.3002
H 4.6917 4.0372 0.2739 0.2245
H 3.3415 5.0689 -0.3750 0.2036
O 2.2710 0.5727 -0.7015 -1.2999
H 2.9652 1.6273 -1.7132 0.5235
H 3.0270 0.0148 -0.4458 0.4768
N -0.3524 -0.0205 0.1500 -1.3469
S -0.7081 -0.8651 1.4554 1.1873
C -2.0006 0.0555 2.2806 -0.2651
C -1.7239 0.5093 3.5788 -0.1925
C -2.7059 1.2017 4.2816 -0.2122
C -3.9479 1.4425 3.6842 -0.1930
C -4.2065 1.0115 2.3774 -0.2074
C -3.2220 0.3156 1.6616 -0.1456
C -1.6144 -2.2760 0.8571 -0.2579
C -2.0165 -2.4204 -0.4658 -0.2378
C -2.7320 -3.5643 -0.8396 -0.1474
C -3.0789 -4.5147 0.1253 -0.2198
C -2.6769 -4.3508 1.4557 -0.2087
C -1.9270 -3.2400 1.8219 -0.1895
H -0.9550 0.7949 0.0012 0.4239
H -0.7434 0.2943 4.0017 0.2317
H -2.4941 1.5402 5.2945 0.2248
H -4.7227 1.9700 4.2435 0.2228
H -5.1771 1.2021 1.9105 0.2238
H -3.4027 -0.0371 0.6442 0.2293
H -1.7558 -1.6528 -1.1949 0.2539
H -3.0357 -3.6876 -1.8831 0.2120
H -3.6712 -5.3869 -0.1606 0.2190
H -2.9473 -5.0770 2.2194 0.2207
H -1.5813 -3.0776 2.8401 0.2221
```

Computed properties:
E_HOMO: -7.0 eV
Kohn-Sham gap: 7.23 eV
electronic energy: -1956.78949 Ha

---

3.
2 unconnected molecules or ions with the total composition C8H12N, computed with the ωB97M-V functional and the def2-TZVPD basis.

The geometry in XYZ format:
```
21
Properties=species:S:1:pos:R:3:nbo_charge:R:1
C -2.4772 -1.1474 0.8408 -0.3917
C -2.7280 -1.1205 -0.6352 -0.3837
C -2.2396 1.4417 -0.0901 -0.3737
C 0.4209 1.0422 -0.1140 -0.3354
C 3.4876 0.0432 0.7366 -0.3812
C -1.9694 -0.0011 -0.0629 -0.1305
C -0.8533 0.8909 -0.1210 0.0738
C 2.3863 -0.8381 0.1960 0.2980
N 3.4436 -0.4025 -0.6586 -0.6829
H -3.4548 -1.1074 1.2919 0.2379
H -1.7955 -1.9636 1.1340 0.2307
H -2.3804 -1.8738 -1.3617 0.2288
H -3.8101 -1.0106 -0.9544 0.2281
H -2.5185 1.8148 -1.0126 0.2337
H -2.6317 1.9971 0.8395 0.2448
H 0.9391 2.0758 0.0738 0.2185
H 1.2058 0.2027 0.1697 0.1381
H 3.2889 1.1411 0.9950 0.2871
H 4.3546 -0.4233 1.2607 0.2868
H 3.0827 0.1991 -1.5767 0.4941
H 4.2492 -0.9602 -0.9506 0.4785
```

Computed properties:
total charge: +1
E_HOMO (spin up / spin down): -13.1 / -13.1 eV
Kohn-Sham gap (spin up / spin down): 7.03 / 7.03 eV
electronic energy: -366.17155 Ha